1.
Density functional theory data (ωB97M-V/def2-TZVPD) for a cluster of 3 separate species, C9H17N2O7 in total.

Strongest force on any atom = 0.0123 hartree/bohr
Lowest unoccupied orbital energy = 2.15 eV
HOMO-LUMO gap = 4.03 eV

Geometry as ORCA input:
```
! RIJCOSX wB97M-V def2-TZVPD def2/J DEFGRID3
* xyz -1 1
O -1.837 -1.626 1.662
O 2.074 1.778 -2.137
O 4.118 2.472 -2.057
O -0.018 -0.931 2.592
O 3.173 1.649 -0.172
O -1.700 0.545 2.293
O -5.588 -3.056 0.852
N -7.368 -3.998 -1.871
N -7.017 -2.791 -1.051
C 6.135 1.395 -1.196
C 3.125 1.938 -1.340
C -3.169 -1.414 1.119
C 0.939 1.157 -1.512
C 5.345 2.678 -1.342
C -6.322 -2.910 -0.082
C -3.100 -0.764 -0.244
C 0.761 0.142 3.117
C -1.248 -0.570 2.188
H -4.100 -0.703 -0.673
H 1.667 -0.307 3.515
H -6.566 -4.624 -1.731
H -3.625 -2.392 1.033
H 5.601 0.680 -0.572
H 1.022 0.838 2.321
H -2.467 -1.351 -0.911
H -2.683 0.243 -0.182
H 0.663 1.680 -0.600
H 6.297 0.937 -2.172
H 5.898 3.403 -1.937
H 7.103 1.599 -0.738
H 0.130 1.220 -2.233
H 1.154 0.114 -1.291
H -3.764 -0.827 1.815
H 0.232 0.665 3.910
H 5.135 3.128 -0.372
*
```

***

2.
Density functional theory data (ωB97M-V/def2-TZVPD) for a cluster of 9 separate species, C25H64BBrClF2N4O12S in total in a non-equilibrium geometry.

Strongest force on any atom = 0.0738 hartree/bohr
Lowest unoccupied orbital energy = -3.58 eV
HOMO-LUMO gap = 8.31 eV

Geometry as ORCA input:
```
! RIJCOSX wB97M-V def2-TZVPD def2/J DEFGRID3
* xyz 1 1
Br 2.950 2.496 -0.703
Cl 2.821 -3.936 -3.469
S -0.376 -4.437 -2.343
F -1.628 -4.029 -3.194
F -1.306 -1.360 0.210
O -5.199 -1.108 -0.969
O 5.757 -0.160 -2.731
O -0.860 -4.738 -1.053
O 4.005 -0.674 -5.807
O -2.180 -3.685 3.106
O -7.267 3.412 1.433
O 0.372 -5.488 -2.900
O -3.391 2.368 0.849
O -0.368 1.889 -1.376
O 4.162 0.636 5.319
O 0.581 2.515 4.478
O 0.333 1.228 0.734
N 0.070 -1.796 -1.651
N 1.380 0.203 -1.382
N 2.227 -1.691 -2.415
N 0.485 -2.996 -2.200
C 5.206 -0.276 4.986
C 2.706 0.806 -1.731
C 1.754 -2.889 -2.658
C -5.245 -1.822 0.265
C 2.054 0.877 2.507
C 7.495 -1.386 -3.896
C -0.431 4.538 5.352
C 1.514 1.553 -3.945
C -3.430 1.658 2.094
C -2.149 -0.613 -1.958
C 2.839 1.216 -3.216
C 6.556 -0.195 -3.917
C -2.142 -5.107 3.222
C -1.276 -1.629 -1.142
C 4.430 -0.848 -7.162
C 5.341 -1.352 6.047
C -6.871 4.655 0.858
C -6.322 -1.247 1.165
C 3.250 -0.770 -8.111
C 1.195 -1.029 -1.781
C -4.497 2.242 2.997
C 1.010 0.247 1.538
C -1.066 -5.690 2.326
C -8.062 5.377 0.259
C -0.641 3.094 4.938
B 0.466 1.121 -0.612
H 5.150 -0.060 -7.383
H 6.133 -2.058 5.790
H -8.529 4.770 -0.522
H -6.368 -1.786 2.113
H -1.944 -5.347 4.266
H -3.125 -5.509 2.957
H -4.259 -1.758 0.742
H 6.929 -2.316 -3.813
H 3.375 -1.375 -5.608
H -3.193 3.290 1.048
H 0.306 4.606 6.156
H -1.019 2.502 5.778
H -4.542 1.705 3.946
H 5.877 -0.259 -4.768
H -2.450 0.234 -1.331
H -4.299 3.298 3.202
H 8.162 -1.339 -3.032
H 6.355 -0.095 -1.978
H -3.643 0.611 1.875
H -1.361 3.032 4.122
H 2.516 -1.546 -7.878
H -2.443 1.715 2.565
H 5.569 -0.910 7.019
H -5.455 -2.869 0.046
H 1.469 -0.597 1.001
H -1.365 4.987 5.696
H 4.957 -0.720 4.022
H -3.009 -1.112 -2.418
H -0.990 2.370 -0.804
H 6.142 0.281 4.879
H -1.026 -6.777 2.416
H -0.047 5.123 4.515
H 3.269 0.342 -3.732
H -1.253 -5.431 1.282
H 2.553 1.750 2.079
H 3.536 0.189 -1.376
H 0.665 0.909 -3.687
H 1.285 2.622 -3.828
H 3.572 -0.894 -9.146
H -5.474 2.191 2.516
H 0.250 -0.199 2.202
H 1.704 1.413 -5.023
H -7.657 2.877 0.731
H 7.119 0.741 -3.991
H -6.109 4.464 0.093
H 1.572 1.097 3.473
H 2.744 0.191 -8.012
H -6.125 -0.191 1.369
H -0.089 -5.280 2.588
H -1.872 -2.549 -1.200
H 3.549 2.040 -3.335
H 8.100 -1.423 -4.803
H -7.764 6.333 -0.174
H -2.366 -3.474 2.185
H 4.386 1.037 6.167
H 1.216 2.561 5.203
H -5.006 -0.186 -0.764
H -8.821 5.557 1.021
H -7.299 -1.301 0.684
H -6.421 5.253 1.650
H 4.936 -1.814 -7.252
H 2.782 0.077 2.731
H -1.509 -0.272 -2.788
H 4.403 -1.900 6.156
*
```

***

- Which value of lowest unoccupied orbital energy does entry 2 give?
  -3.58 eV